# 1
Below is 3 unconnected molecules or ions with the total composition C22H21BF13O2, with properties calculated with ωB97M-V/def2-TZVPD.

Output
HOMO-LUMO gap, eV: 6.8439
Highest occupied orbital energy, eV: -4.190
Molecular weight, g mol⁻¹: 575.19

Structure (ORCA input):
```
! wB97M-V def2-TZVPD RIJCOSX def2/J DEFGRID3
* xyz -1 1
F 6.15 -3.55 0.18
F 1.37 -2.30 -1.19
F 3.63 0.04 -2.50
F 6.58 -1.33 -1.24
F 3.95 -3.30 -1.38
F 5.11 -2.26 -2.92
F 4.41 -2.66 1.17
F 0.52 -0.07 -2.48
F 6.37 -1.74 1.40
F 4.94 -0.29 -0.27
F 2.64 -1.75 -3.29
F 2.60 -1.09 0.13
F 1.73 1.20 -1.18
O -3.84 -0.81 -0.27
O -1.99 -2.33 -0.45
C 5.56 -2.39 0.54
C 0.00 -0.03 -0.11
C 5.35 -1.49 -0.70
C -3.76 3.16 -2.95
C -3.20 -2.91 -0.84
C 2.08 -0.73 3.41
C -4.02 5.44 -2.24
C 1.03 0.02 -1.23
C 4.38 -2.08 -1.79
C -3.90 2.73 -1.64
C 2.05 -1.14 -1.10
C -4.16 5.01 -0.93
C 1.27 0.97 4.91
C 3.17 -1.19 -2.17
C -3.81 4.51 -3.25
C -3.97 -1.70 -1.36
C -0.02 -1.02 4.53
C -1.46 0.23 -0.53
C 0.95 -1.49 3.66
C 2.24 0.50 4.04
C -4.11 3.66 -0.63
C 0.14 0.20 5.16
B -2.40 -0.97 0.09
H -4.06 6.50 -2.48
H -1.81 1.15 -0.07
H 0.05 -0.97 0.43
H -5.01 -1.85 -1.63
H -3.73 -3.28 0.06
H -3.35 -1.34 -2.18
H -3.60 2.43 -3.74
H 0.30 0.73 0.59
H 2.84 -1.08 2.72
H 1.39 1.93 5.40
H -4.22 3.33 0.40
H -4.32 5.74 -0.14
H -2.23 -1.02 1.33
H -3.70 4.84 -4.28
H 3.12 1.10 3.84
H -0.91 -1.61 4.71
H -0.62 0.57 5.84
H -3.09 -3.74 -1.54
H -3.85 1.67 -1.40
H 0.81 -2.43 3.15
H -1.61 0.25 -1.60
*
```

Okay, here come the Löwdin numbers, in e, for every atom: 0.1711 0.1591 0.1500 0.1477 0.1553 0.1464 0.1759 0.1237 0.1648 0.1635 0.1496 0.1326 0.0919 -0.0902 -0.0928 -0.5239 -0.0959 -0.3370 -0.0881 -0.2477 -0.0960 -0.1176 -0.4221 -0.3162 -0.0740 -0.3515 -0.1093 -0.1072 -0.3239 -0.1111 -0.2261 -0.0891 -0.1011 -0.0846 -0.0997 -0.0856 -0.1014 -0.7265 0.0909 0.0818 0.1011 0.1083 0.1112 0.1098 0.1004 0.1243 0.0812 0.0938 0.1046 0.0927 0.1037 0.0924 0.0966 0.1019 0.0957 0.1070 0.0944 0.1071 0.0883

---

# 2
Below is 15 unconnected molecules or ions with the total composition C27H84O27 in a non-equilibrium geometry, with properties calculated with ωB97M-V/def2-TZVPD.

Output
HOMO-LUMO gap, eV: 9.8977
Highest occupied orbital energy, eV: -9.852
Molecular weight, g mol⁻¹: 840.94

Structure (ORCA input):
```
! wB97M-V def2-TZVPD RIJCOSX def2/J DEFGRID3
* xyz 0 1
O -7.63 7.99 4.18
O -4.86 -6.77 3.63
O -3.00 1.67 9.51
O 0.71 7.99 -1.69
O 2.38 -1.48 8.23
O -4.09 1.73 6.82
O 6.69 -5.78 -3.47
O 6.16 -1.13 0.17
O -2.88 3.83 -9.22
O 9.34 -7.07 -3.80
O -0.95 2.28 -7.29
O 0.70 -0.49 -1.76
O 4.48 5.86 2.09
O -0.87 1.72 -0.03
O -6.19 -3.25 -7.01
O 0.40 -5.63 -10.01
O 2.52 -0.39 11.01
O 5.50 6.58 -0.69
O 1.32 10.08 0.26
O -6.54 2.09 -0.90
O -5.08 9.26 4.56
O 6.63 4.28 -6.30
O -4.06 -9.30 5.03
O 0.40 -8.37 2.33
O 0.60 -6.13 4.16
O -6.19 -0.26 0.79
O 3.03 -5.10 -8.66
C -5.35 -8.89 4.65
C -6.42 7.26 4.38
C 6.26 5.89 0.29
C -5.27 8.06 3.77
C -7.40 0.09 0.14
C 1.03 -4.37 -9.89
C 8.09 -7.72 -4.02
C 5.81 6.24 1.72
C -7.02 0.82 -1.20
C 3.37 -1.83 9.17
C -4.40 1.53 9.28
C -1.98 4.28 -8.22
C -0.26 -0.58 -0.70
C -4.83 -3.60 -7.24
C 1.83 -4.31 -8.53
C 6.96 -7.15 -3.17
C -4.52 0.88 7.88
C 5.49 3.66 -6.79
C 1.72 -7.02 3.97
C -1.93 3.30 -7.06
C 1.53 -7.57 2.53
C 1.04 10.40 -1.10
C -0.09 0.57 0.29
C -5.52 -7.40 4.73
C 2.78 -1.73 10.60
C 0.10 9.31 -1.74
C 6.66 -1.48 1.40
H -2.86 2.79 -6.81
H 5.30 2.67 -6.36
H 7.28 6.26 0.23
H -4.29 1.40 5.95
H 1.90 -2.38 10.64
H 1.74 -4.23 -10.70
H -4.30 -2.75 -7.66
H 0.94 -5.31 4.54
H -6.33 -1.15 1.11
H 3.43 -2.27 11.28
H 1.66 -0.03 10.77
H 1.58 -0.46 -1.38
H 6.28 -1.80 -0.51
H -0.93 9.26 -1.39
H -7.71 8.09 3.23
H -8.09 0.66 0.76
H 6.44 5.74 2.46
H -1.21 -0.76 -1.19
H -4.41 -3.96 -6.30
H -4.37 7.47 3.62
H 5.56 3.50 -7.87
H 9.26 -6.17 -4.13
H 4.22 -1.15 9.14
H 3.64 -2.85 8.90
H 0.37 -3.51 -10.00
H 1.81 -7.83 4.69
H 2.16 -0.54 8.28
H 5.62 6.13 -1.53
H 6.03 -7.71 -3.28
H -4.71 -4.43 -7.93
H -6.05 -9.30 5.38
H -2.49 3.02 -9.54
H -6.53 6.38 3.74
H -6.28 0.24 -1.75
H 0.58 11.38 -1.21
H -0.99 4.50 -8.61
H 1.52 -6.78 1.78
H -2.32 5.22 -7.77
H -5.58 -9.21 3.64
H 3.94 6.56 1.71
H -0.78 1.80 -6.48
H 7.19 -7.28 -2.12
H -5.57 0.63 7.70
H -6.13 7.03 5.40
H -7.93 -0.78 -0.25
H -2.64 2.01 8.69
H 7.93 -7.56 -5.09
H -0.16 0.25 1.33
H -1.79 3.89 -6.16
H -5.06 -7.01 5.63
H -0.11 9.60 -2.77
H 6.03 7.28 1.97
H -6.59 -7.20 4.80
H -3.92 -6.74 3.81
H 2.85 -5.85 -9.23
H 7.66 -1.93 1.41
H 1.95 10.55 -1.67
H 2.38 -8.15 2.16
H 6.09 -2.36 1.70
H 7.44 3.79 -6.45
H -6.48 -3.08 -7.91
H 0.15 -5.64 -10.94
H -4.76 0.85 10.05
H 1.26 -4.79 -7.73
H -5.50 8.32 2.73
H 2.65 -6.44 3.97
H -4.94 2.48 9.32
H -3.50 -9.21 4.26
H 6.20 -5.77 -4.29
H -5.64 2.03 -0.57
H 1.53 10.90 0.72
H 2.06 -3.29 -8.23
H -5.78 9.89 4.37
H 6.19 4.80 0.24
H -0.16 -1.51 -0.12
H 8.15 -8.80 -3.92
H 1.65 8.11 -1.84
H 0.93 0.91 0.16
H -7.86 1.09 -1.84
H 0.13 -8.35 1.41
H -0.33 2.38 -0.48
H -3.99 -0.07 7.77
H 6.54 -0.69 2.15
H 4.65 4.32 -6.58
*
```

Löwdin population analysis, charges in e, atoms 1 to 99: -0.0720 -0.0658 -0.0778 -0.0719 -0.0716 -0.0762 -0.0689 -0.1151 -0.0596 -0.0654 -0.0692 -0.0788 -0.0577 -0.0634 -0.1180 -0.0586 -0.0581 -0.0654 -0.0626 -0.0738 -0.0688 -0.1157 -0.0500 -0.0648 -0.0734 -0.0664 -0.0882 -0.2789 -0.2413 -0.2426 -0.2412 -0.2348 -0.2558 -0.2483 -0.2542 -0.2480 -0.2501 -0.2150 -0.2463 -0.2377 -0.1763 -0.2006 -0.2445 -0.2459 -0.1919 -0.2002 -0.2558 -0.2688 -0.2388 -0.2325 -0.2551 -0.2448 -0.2118 -0.1956 0.1196 0.0735 0.1120 0.0869 0.1127 0.1127 0.0750 0.0766 0.0820 0.1110 0.0849 0.0755 0.0814 0.1131 0.0810 0.1147 0.1139 0.1216 0.0793 0.1176 0.0736 0.0804 0.1150 0.1188 0.1087 0.1141 0.0822 0.0827 0.1127 0.0711 0.1196 0.0826 0.1122 0.1171 0.1082 0.1213 0.1122 0.1158 0.1251 0.0801 0.0824 0.1188 0.1079 0.1266 0.1069

---

# 3
Below is a single C5H10O2 molecule in a non-equilibrium geometry, with properties calculated with ωB97M-V/def2-TZVPD.

Output
SMILES: CCO/C=C/OC
HOMO-LUMO gap, eV: 9.2907
Highest occupied orbital energy, eV: -8.272
Molecular weight, g mol⁻¹: 102.13

Structure (ORCA input):
```
! wB97M-V def2-TZVPD RIJCOSX def2/J DEFGRID3
* xyz 0 1
O -2.63 0.28 -0.25
O 0.90 0.29 0.01
C 1.34 -1.03 -0.16
C -0.43 0.31 0.27
C -2.54 1.69 0.33
C 2.84 -1.02 -0.15
C -1.39 -0.20 -0.50
H -2.02 2.35 -0.39
H -1.23 -0.93 -1.30
H 3.21 -0.34 -0.92
H -0.71 0.58 1.29
H 3.21 -0.66 0.82
H -3.59 1.86 0.42
H 0.92 -1.64 0.65
H 3.22 -2.02 -0.34
H -2.07 1.93 1.32
H 0.96 -1.44 -1.11
*
```

Okay, here come the Löwdin numbers, in e, for every atom: -0.1242 -0.0955 -0.2988 -0.2067 -0.0527 -0.0737 -0.1479 0.1006 0.1318 0.0816 0.1261 0.0806 0.0731 0.1279 0.0764 0.0855 0.1159

---

# 4
Below is a molecular structure, C32H52N5O8P3SiTl in a non-equilibrium geometry, with properties calculated with ωB97M-V/def2-TZVPD.

Output
HOMO-LUMO gap, eV: 8.2215
Highest occupied orbital energy, eV: -5.789
Molecular weight, g mol⁻¹: 960.19

Structure (ORCA input):
```
! wB97M-V def2-TZVPD RIJCOSX def2/J DEFGRID3
* xyz -1 1
Tl -0.11 0.87 1.69
P 0.05 0.17 4.73
P 1.85 2.34 4.55
P -1.18 -1.86 0.16
Si 1.57 2.69 -0.88
O 0.51 -0.56 3.52
O -1.25 1.04 4.49
O 3.24 2.38 4.99
O 1.19 1.64 0.25
O 1.00 3.58 5.13
O 1.09 1.06 5.46
O 1.39 2.08 3.15
O -0.40 -0.83 5.88
N -0.28 -2.11 -1.24
N -2.74 -2.42 -0.13
N -1.23 -0.39 0.59
N -2.42 2.55 3.20
N -0.60 -3.12 1.15
C -4.49 -4.09 0.18
C 1.28 -3.94 2.52
C -0.14 2.55 -4.75
C -5.07 -1.69 -0.23
C 0.45 2.41 -2.39
C 0.54 -1.04 -1.80
C -0.18 -3.41 -1.90
C 4.15 3.00 0.09
C 0.93 7.17 0.40
C -3.66 -1.48 -0.77
C -5.51 -3.14 -0.43
C 1.25 -2.46 -3.74
C -0.82 1.86 -2.16
C -1.08 -4.72 2.92
C 1.12 4.84 0.94
C 0.76 2.75 -3.71
C 1.15 -3.52 -2.63
C 1.25 5.54 -1.34
C 0.55 -1.16 -3.31
C 0.94 6.15 1.34
C -3.10 -3.81 -0.38
C 1.28 4.50 -0.41
C -1.39 2.00 -4.49
C -1.32 -3.30 2.42
C -1.72 1.66 -3.19
C 3.99 3.30 -2.38
C 3.79 1.02 -1.39
C 1.08 6.86 -0.95
C 3.46 2.50 -1.19
C 0.37 -5.16 2.65
C 0.86 -3.08 1.33
C -1.50 1.69 3.22
H -0.49 -1.15 -3.65
H 1.57 -1.08 -1.42
H 3.44 0.44 -0.54
H -0.99 -2.57 3.17
H -6.50 -3.30 0.01
H 1.35 5.31 -2.40
H 5.23 2.82 0.03
H -5.59 -3.34 -1.51
H -3.30 -0.47 -0.54
H -2.69 1.23 -2.97
H 0.42 -5.74 1.73
H -2.38 -3.12 2.24
H 1.72 3.19 -3.94
H 4.87 0.87 -1.49
H -4.76 -5.13 -0.04
H 5.08 3.26 -2.42
H 3.99 4.07 0.23
H 3.31 0.63 -2.29
H 0.82 6.38 2.39
H 0.13 2.83 -5.76
H -3.11 -4.03 -1.46
H 1.15 4.04 1.68
H -5.76 -1.00 -0.73
H -4.47 -3.97 1.27
H 0.79 -2.84 -4.66
H 1.23 -3.34 3.43
H 1.96 -3.39 -1.91
H 2.32 -4.25 2.39
H 0.73 -5.80 3.46
H 0.12 -0.09 -1.47
H 3.69 4.36 -2.31
H -5.08 -1.44 0.84
H 3.76 2.48 0.97
H -1.09 1.58 -1.15
H -3.67 -1.62 -1.86
H -1.77 -5.41 2.41
H 1.23 -2.06 1.47
H -2.09 1.84 -5.30
H -1.00 -3.55 -2.62
H -1.31 -4.77 3.99
H 1.06 7.65 -1.69
H -2.88 2.68 4.10
H 0.17 -0.72 6.65
H 2.30 -2.27 -3.95
H 1.32 -3.47 0.41
H -2.35 -4.45 0.09
H 3.61 2.90 -3.32
H 0.80 8.20 0.71
H 1.25 -4.53 -3.06
H 1.04 -0.29 -3.75
H 0.23 3.74 4.56
H -0.28 -4.20 -1.15
*
```

Löwdin population analysis, charges in e, atoms 1 to 99: 0.9107 0.3080 0.2438 0.5715 0.4804 -0.2918 -0.1748 -0.2645 -0.3687 -0.1242 -0.2449 -0.3692 -0.0790 -0.1909 -0.2071 -0.2824 0.0855 -0.2036 -0.1908 -0.1769 -0.1025 -0.1863 -0.1928 -0.2095 -0.2223 -0.0886 -0.1068 -0.2239 -0.2147 -0.1889 -0.1105 -0.1720 -0.0770 -0.1036 -0.1878 -0.0997 -0.1673 -0.0852 -0.2341 -0.2009 -0.1040 -0.2130 -0.0831 -0.0989 -0.0974 -0.1025 -0.5909 -0.1945 -0.2042 -0.4282 0.1111 0.1153 0.0717 0.0989 0.1016 0.0920 0.0810 0.1075 0.0889 0.0993 0.1051 0.1010 0.0776 0.0796 0.1056 0.0787 0.0773 0.0705 0.0987 0.0942 0.1129 0.0808 0.1063 0.1066 0.1006 0.1056 0.1022 0.1102 0.1000 0.0526 0.0697 0.1162 0.0823 0.0733 0.1196 0.0964 0.0971 0.0938 0.1124 0.1060 0.0932 0.0519 0.0919 0.1019 0.1008 0.0963 0.0565 0.0923 0.1057